{"formula": "C20H17BrN4O2", "method": "wB97M-V/def2-TZVPD", "symbols": ["C", "C", "C", "O", "N", "C", "C", "O", "C", "C", "C", "C", "C", "N", "C", "C", "N", "N", "C", "C", "C", "Br", "C", "C", "C", "C", "C", "H", "H", "H", "H", "H", "H", "H", "H", "H", "H", "H", "H", "H", "H", "H", "H", "H"], "xyz": [[2.549, 3.286, -3.747], [2.666, 3.402, -2.356], [2.908, 2.243, -1.490], [3.130, 1.152, -1.989], [2.783, 2.237, -0.136], [2.434, 3.408, 0.671], [2.708, 3.249, 2.136], [1.936, 2.224, 2.789], [2.392, 0.906, 2.738], [3.689, 0.584, 3.064], [4.174, -0.721, 2.918], [3.321, -1.742, 2.437], [1.993, -1.444, 2.105], [0.959, -2.215, 1.634], [-0.134, -1.446, 1.316], [-1.364, -1.852, 0.679], [-1.551, -3.066, 0.199], [-2.796, -3.076, -0.365], [-3.417, -1.846, -0.248], [-4.702, -1.418, -0.609], [-5.067, -0.126, -0.332], [-6.796, 0.534, -0.781], [-4.176, 0.732, 0.312], [-2.920, 0.292, 0.717], [-2.538, -1.035, 0.435], [0.222, -0.153, 1.674], [1.557, -0.134, 2.203], [2.685, 2.308, -4.260], [2.333, 4.173, -4.317], [2.590, 4.386, -1.934], [2.742, 1.322, 0.324], [2.954, 4.269, 0.340], [1.377, 3.671, 0.549], [2.472, 4.208, 2.558], [3.784, 3.028, 2.231], [4.372, 1.340, 3.447], [5.215, -0.946, 3.156], [3.620, -2.744, 2.351], [1.056, -3.175, 1.327], [-3.232, -3.890, -0.786], [-5.400, -2.082, -1.083], [-4.490, 1.730, 0.552], [-2.343, 1.015, 1.241], [-0.411, 0.698, 1.614]], "max_force_ev_per_a": 3.61, "gap_ev": 7.86, "de_lowest_kcal_mol": 3.5, "homo_ha": -0.28117, "e_tot_ev": -101112.75789, "charge": 0}